Entry from the OMol25 dataset: a cluster of 3 separate species, C3H11N3S in total (ωB97M-V/def2-TZVPD).

Its charge is +2. For the energy above the lowest of the compared OMol25 structures with the same formula, charge and spin, the calculation gives 4.805 eV. The orbital gap (spin up / spin down) comes out at 9.5 / 4.6 eV. The total energy comes out at -18572.280 eV.

Positions of all 18 atoms, in Å:
S -10.253 0.566 -1.138
C 2.976 -3.062 1.728
N 2.552 1.236 -1.332
H 3.424 -2.219 2.206
H -9.372 -1.336 1.748
H 0.565 -0.128 -2.030
H 3.530 1.333 -1.266
H 2.102 -3.038 0.945
C 0.810 -0.319 -1.075
H 2.353 1.261 -2.337
H 2.160 1.948 -0.797
H 0.563 -1.400 -0.886
N -9.737 -0.446 1.438
N 2.211 -0.101 -0.890
H -9.579 0.340 2.112
C -9.972 0.116 0.307
H 0.307 0.269 -0.376
H 3.349 -3.970 2.036